No. 1
114
Properties=species:S:1:pos:R:3 method="wB97M-V/def2-TZVPD" lumo_energy_ev=-4.716 gap_ha=0.2135 spin_multiplicity=1 charge=+1 energy_ev=-64074.338 e_homo_ev=-10.53
S -5.98776 0.46757 -3.21107
O 1.31238 1.10424 -8.66312
O 0.59562 0.04706 -4.62089
O -7.28132 3.90379 -3.12782
O 7.49947 -1.44680 6.86064
O 4.47452 0.84606 4.68956
O 0.32367 -3.74708 -0.84885
O -0.54101 -0.66704 5.45475
N -3.77280 -0.90540 1.68868
C -3.83721 0.24068 0.65614
C -3.28927 -0.76110 -3.19226
C -0.45845 1.69644 -10.11899
C -2.77448 0.27262 -1.98556
C -0.63369 -4.81326 -0.78601
C -6.11830 4.74303 -3.11088
C 1.62894 -4.29202 -0.61130
C -6.10444 5.44625 -1.77126
C -2.76552 -0.27642 6.16545
C 9.82560 -1.42371 7.30192
C 0.83577 2.37621 -4.96997
C 3.12609 0.40844 4.47171
C -1.69366 -0.91797 0.36140
C -7.81423 3.83655 -1.79793
C 0.14995 0.57037 -9.31187
C -6.77299 4.43430 -0.87698
C 2.20588 1.74893 -4.96271
C 0.75298 2.51756 -10.47807
C -0.96978 0.59704 4.92988
C 1.94155 0.41825 -4.29257
C 1.60383 2.38747 -9.23372
C -4.91097 -1.08181 -3.10292
C 1.42976 -5.70436 -0.10607
C -2.48222 0.59919 4.97223
C 8.77601 -1.34372 6.21491
C -0.05899 1.17973 -5.20893
C 9.15115 -2.29710 8.32809
C -3.00657 -0.51339 -0.56829
C -2.58767 -1.64516 1.57142
C 0.15014 -6.10741 -0.79227
C 4.80104 0.64565 6.07171
C 7.70776 -1.85661 8.21928
C -1.66657 -1.31189 6.06663
C 2.70718 -0.35423 5.70950
C 3.50555 0.33173 6.78782
H 2.54526 1.58763 -5.99270
H 2.50540 1.29922 4.32583
H 2.00875 0.50178 -3.20268
H 3.07836 -0.20233 3.56597
H -7.20315 4.86545 0.03054
H 7.50707 -0.99323 8.86296
H -6.12284 0.87674 -1.84616
H -1.05150 1.30267 -4.76678
H -1.13265 2.28690 -9.48741
H 2.27454 -6.36069 -0.32991
H -2.95313 -0.37089 -4.26435
H 0.36216 -6.41101 -1.82436
H -2.75281 -1.80295 -2.96517
H -6.04959 3.66513 -0.58180
H 1.28097 -5.69508 0.98014
H 2.96015 2.34569 -4.44362
H -5.09865 5.72378 -1.44593
H 5.50167 -0.19396 6.13122
H -1.02324 1.34349 -10.98556
H -1.32590 -4.73752 -1.62910
H -2.90492 1.60374 5.05395
H -1.03278 -1.59739 -0.32389
H 10.77964 -1.82028 6.94546
H -0.17558 0.97933 -6.27957
H -0.53967 0.17184 -8.56217
H 2.67373 2.46186 -9.44696
H 7.00491 -2.65404 8.47582
H -0.55407 1.38274 5.57011
H -8.04880 2.79797 -1.54738
H -4.92837 0.46392 0.26516
H 8.82825 -0.40868 5.64973
H -2.26204 -2.59901 2.19550
H -2.88222 0.13098 4.06497
H -5.24010 4.09908 -3.22977
H 0.47586 -0.25119 -9.95854
H -1.14718 0.02506 0.84407
H -4.50448 -1.15790 2.41660
H -2.64931 0.30483 7.08780
H 2.17292 -4.28287 -1.56176
H 3.01926 -1.40210 5.62637
H -3.16341 1.13447 1.00763
H -6.15525 5.44149 -3.95140
H 10.00412 -0.42723 7.72293
H -8.74188 4.41837 -1.77986
H 0.62206 2.81238 -3.98690
H 3.00687 1.26244 7.08309
H 2.16601 -3.66269 0.10421
H -1.96380 -2.14681 5.42326
H -3.57601 -1.53152 -0.65777
H -5.18917 -1.85127 -3.97167
H 8.86468 -2.18081 5.51435
H -3.76659 -0.71500 6.16146
H 1.62782 -0.33094 5.87960
H -0.57788 0.72806 3.91749
H -6.71295 6.35706 -1.82092
H 0.71389 3.15714 -5.72481
H 1.26883 2.06390 -11.33272
H -1.20129 -4.69797 0.14381
H 2.63065 -0.36313 -4.62580
H 9.55659 -2.18354 9.33666
H -3.25835 1.33537 -2.05664
H 5.29275 1.53913 6.46714
H 9.24347 -3.35033 8.03735
H 1.34126 3.14998 -8.49233
H 3.64996 -0.27785 7.68340
H 0.52153 3.55567 -10.72957
H -1.60786 0.40931 -2.19308
H -1.37667 -1.71001 7.04332
H -0.37576 -6.92668 -0.29557
H -5.21651 -1.64034 -2.09468

---

No. 2
122
Properties=species:S:1:pos:R:3 method="wB97M-V/def2-TZVPD" lumo_energy_ev=0.395 gap_ha=0.3695 relative_energy_kcal_mol=168.0 spin_multiplicity=1 charge=0 energy_ev=-72220.120 smiles="CCOC(C)=O.CCOC(C)=O.CCOC(C)=O.CCOC(C)=O.CCOC(C)=O.CCOC(C)=O.CCOC(C)=O.CCOC(C)=O.CC(C)=O" e_homo_ev=-9.66
O -5.70057 -0.79478 2.84763
O -1.43157 -0.61878 4.60563
O 6.83143 -1.51978 -0.01637
O 5.68243 -0.20378 1.57263
O -2.22257 1.80722 -2.85737
O -0.40257 0.81622 6.10563
O -3.53957 7.47522 0.67963
O -3.89357 0.26622 -2.71137
O -2.36257 -5.03778 -2.14337
O -1.30957 -0.74178 0.85863
O 4.98043 2.73222 -1.75337
O 3.73343 -3.67778 -4.53237
O -0.57557 -4.29578 -0.92237
O 3.27243 1.32522 -0.99937
O -2.80757 5.30922 0.24663
O 1.84143 -2.40678 -3.94537
O -5.57957 1.39222 3.59963
C -4.41357 2.65722 -2.35837
C -5.15557 0.29722 2.85463
C -3.75357 6.32822 0.31363
C -5.02657 5.83022 -0.27937
C -2.14657 -1.29878 5.59363
C 1.81743 -4.89278 -1.08637
C -0.51957 0.30122 4.98663
C -1.54557 5.49222 0.81863
C 0.49143 -5.02478 -1.76637
C -3.85557 0.79222 2.11063
C -6.78457 2.54022 5.26063
C -2.72957 -3.64678 -0.21237
C 3.33843 -0.22978 2.28163
C -0.78957 4.19722 0.41163
C 0.00143 1.12822 3.81763
C -3.95457 -2.03278 -3.08937
C -0.28957 -0.45278 -0.02537
C 3.78543 2.46922 -1.22337
C -3.04557 -0.79278 -2.85337
C -1.86657 -4.46078 -1.15237
C 3.03743 -2.73678 -3.82737
C -3.36357 1.59922 -2.61737
C 7.31043 2.07922 -2.28337
C 0.59643 -1.63978 -0.50837
C 7.98543 0.37122 1.10663
C 3.83043 -2.02978 -2.69437
C 6.76243 -0.58878 0.70563
C 3.81443 -5.32878 -6.17937
C 3.04843 3.72022 -0.81037
C 2.88543 -4.53178 -5.37137
C -6.76957 1.33322 4.30763
C 5.84943 1.64722 -2.13737
C 0.10643 0.93022 -0.54937
C 4.54543 -0.96178 1.54763
C -3.19857 -2.27878 5.08263
H 3.60343 4.37922 -1.24337
H -6.14757 2.71522 6.03863
H -3.96457 -1.61678 4.57463
H 0.91043 1.59422 0.03263
H -1.43457 -2.02178 6.22463
H 2.06143 3.86922 -1.17337
H 4.54643 -1.52178 -3.26837
H -4.79457 2.54422 -1.21737
H 0.37043 0.77022 -1.61537
H 4.13143 -1.26678 0.64763
H -0.68057 1.42422 -0.38137
H 8.39943 0.21222 2.01463
H -6.54557 0.46422 4.87963
H -4.01757 -2.74578 5.81063
H 5.43543 1.19422 -3.18237
H -4.25157 0.70222 1.12763
H 0.38443 -4.48478 -2.82537
H -2.50757 -0.89478 -2.11937
H -5.14657 4.90022 0.31263
H -4.71657 5.30322 -1.25537
H 2.53343 -5.28778 -1.83837
H -2.40157 -3.76978 0.90363
H -0.28257 0.56122 2.85263
H -0.96357 6.48422 0.51663
H 7.85343 1.20022 -2.59437
H -0.72557 1.89522 3.43063
H 7.37743 2.56722 -3.06137
H 2.97743 0.51822 1.71863
H -2.95857 0.07622 2.36663
H 4.74243 -2.02278 2.04463
H -1.49557 5.48322 2.02763
H 8.74043 -0.00378 0.49963
H -2.64457 -0.54178 6.03963
H -3.93057 3.69022 -2.49537
H -5.16957 2.53522 -2.75837
H -3.51057 1.80422 2.08663
H -7.72257 1.27422 3.77463
H 4.40643 -4.79178 -6.94137
H -5.92657 6.38422 -0.28337
H 2.23143 -3.86378 -1.16637
H 0.28543 4.01822 0.78663
H -7.62657 2.49922 5.66663
H 4.49343 -5.94678 -5.39537
H 3.27443 -1.25378 -2.02737
H 1.85543 -5.36578 -0.08837
H -4.78557 -2.04678 -2.27437
H -1.45557 3.52522 0.75263
H 5.93143 0.74022 -1.47437
H 4.22643 -2.77078 -2.14937
H 2.81343 4.21722 0.23663
H -2.52257 -2.57878 -0.43637
H -3.57257 -2.92678 -3.39837
H 1.98343 -4.01878 -5.99237
H -3.65057 -3.87678 -0.37237
H 0.10343 -5.86078 -2.01037
H 2.45343 -5.19578 -4.63237
H 0.31843 -2.43778 0.29363
H 7.73943 2.50122 -1.33037
H 0.29143 -1.93178 -1.59137
H -2.96257 -2.96478 4.52363
H 1.63943 -1.31278 -0.54837
H -6.76357 3.38422 4.56463
H -0.72557 3.94022 -0.51137
H -2.26757 -0.79578 -3.58837
H 3.11443 -6.04678 -6.74537
H -4.73457 -1.73778 -3.86137
H 7.69643 1.37722 0.98263
H 2.67943 -0.80778 2.27163
H 0.90543 1.32522 3.87463
H 3.98243 0.02322 3.16163

---

No. 3
129
Properties=species:S:1:pos:R:3 method="wB97M-V/def2-TZVPD" lumo_energy_ev=0.130 gap_ha=0.3389 relative_energy_kcal_mol=0.0 spin_multiplicity=1 charge=0 energy_ev=-76930.220 smiles="O=C1OCCO1.CN(C)C=O.CN(C)C=O.CN(C)C=O.CN(C)C=O.CN(C)C=O.CN(C)C=O.CN(C)C=O.CN(C)C=O.CN(C)C=O.c1ccncc1" e_homo_ev=-9.09
O 1.35258 -1.72850 28.33090
O 0.61005 6.98600 20.18796
O -2.80334 3.61966 20.62431
O -1.75295 4.37892 27.12550
O 0.24828 7.51432 22.24856
O -6.66960 -3.96554 25.16797
O 3.04003 5.34805 24.92355
O 2.28394 -2.34669 22.90244
O -0.42084 -0.45387 20.40752
O -6.04557 0.72013 24.41684
O -0.47266 8.98041 20.76053
O 5.19423 -0.34503 28.44106
N -5.17803 2.60285 25.34947
N 5.36378 -0.29300 26.18058
N -0.78805 -1.10168 28.25268
N -4.37707 1.89750 20.97895
N 0.84568 -3.57509 21.69942
N -1.69031 -1.35008 18.84175
N 0.06773 3.68946 28.25366
N 4.21200 3.93818 26.39983
N 1.21960 1.75189 24.01314
N -4.79961 -3.08360 24.33274
C 0.75013 0.58064 23.55928
C -4.63258 -2.14130 25.40494
C -1.04822 2.50738 24.53282
C -0.62740 0.30652 23.65017
C -0.06576 -3.86926 22.78383
C -0.95769 -1.41152 29.66885
C 3.93672 2.62042 25.76537
C 0.34405 2.68566 24.52708
C -3.07971 2.40867 20.87755
C -5.55217 2.73979 20.63789
C -5.92412 1.93511 24.47188
C -5.89300 -3.91598 24.25775
C -4.31357 1.96095 26.38536
C 0.14000 7.97120 21.04738
C -0.73240 4.61861 27.68857
C -3.87334 -3.05377 23.23820
C -4.85793 4.01453 25.34181
C -0.59173 -0.69398 19.26056
C -4.60554 0.52898 21.27543
C 0.83984 6.21577 22.36053
C 1.15261 5.94223 20.90396
C 6.73681 0.19466 26.09391
C -1.50504 1.25971 24.11655
C -1.95553 -0.63776 27.57042
C 4.80102 -0.63284 24.84492
C -1.75042 -1.84948 17.44610
C 1.22392 4.20017 28.93929
C -0.28216 2.27975 28.42680
C 1.94862 -2.80839 21.84046
C 4.70067 -0.50606 27.35423
C 5.05819 3.86849 27.64379
C 0.30713 -4.14644 20.44948
C 0.35755 -1.44768 27.68517
C -2.76085 -1.78634 19.74022
C 3.80877 5.14783 25.91255
H -0.07095 -1.54400 30.28871
H 1.62739 5.05941 28.40357
H -1.46907 -0.60408 30.19289
H -4.45099 0.88776 26.51753
H 0.11615 5.53591 22.81015
H -4.43633 -1.13096 25.04604
H -1.70328 3.29195 24.88174
H 1.01137 4.45411 29.97777
H 5.93580 3.29959 27.33676
H -5.33443 3.79652 20.79283
H -3.75940 -1.47593 19.43258
H -2.42792 1.52507 20.95888
H -3.28805 2.26180 26.17116
H -6.53836 2.69270 23.96103
H -1.65104 -2.24582 29.77522
H 5.34667 4.85605 28.00378
H -2.66451 -1.36386 20.74038
H -6.01997 -4.53950 23.35924
H -3.85318 4.27445 25.00860
H -4.04369 -3.95160 22.64409
H 0.54935 1.75717 27.95392
H -0.20352 1.92093 29.45303
H 2.51743 -2.59027 20.92337
H -2.73011 -1.52880 17.09189
H -1.18234 2.09184 27.84159
H -1.04013 -3.41016 22.61670
H 4.95204 0.22032 24.18355
H 7.43309 -0.36141 25.46614
H -2.52971 0.91927 24.09363
H -4.23207 -2.20999 22.64874
H -1.54125 -2.91582 17.36087
H 1.70801 6.15956 23.01720
H 1.97751 3.41942 29.04232
H -5.37722 -2.12415 26.20075
H 0.21889 -0.45099 18.55623
H -3.78785 -0.07438 21.66970
H 1.43653 -0.16848 23.19314
H -4.95735 4.28751 26.39237
H 4.85764 2.21766 25.34372
H 5.39448 -1.39385 24.33821
H 7.15606 0.55758 27.03231
H 2.19247 5.91035 20.57875
H 4.32238 6.01678 26.35224
H -0.20731 -4.91527 23.05569
H -1.83043 -0.21310 26.57438
H -0.47995 5.67706 27.85634
H 0.92450 -3.96749 19.56918
H 0.94249 4.94039 20.52944
H 0.30837 -1.35019 26.58960
H 3.73144 -0.84221 24.82898
H 3.07094 2.64922 25.10377
H -2.83539 -3.08078 23.56988
H 0.65369 3.70830 24.68433
H -3.73714 -2.39529 25.97218
H -5.40766 0.39306 22.00084
H -5.03197 -0.00474 20.42607
H -2.70959 -1.42400 27.53386
H -1.10964 -1.28918 16.76525
H -6.31382 2.58550 21.40220
H 3.78589 1.88700 26.55749
H -2.48011 0.19012 28.04740
H -0.72475 -3.86521 20.23910
H 0.33187 -3.44075 23.70381
H 4.47722 3.30947 28.37732
H -5.58519 4.67846 24.87447
H 3.64320 -0.76107 27.18411
H -0.98966 -0.62634 23.24404
H -6.18294 2.48056 19.78759
H 6.69362 1.09852 25.48625
H -4.64577 2.39482 27.32849
H 0.38575 -5.22208 20.60736
H -2.86177 -2.86363 19.87197

---

No. 4
133
Properties=species:S:1:pos:R:3 method="wB97M-V/def2-TZVPD" lumo_energy_ev=0.287 gap_ha=0.3140 spin_multiplicity=1 charge=0 energy_ev=-88087.335 smiles="CC[C@H](C)[C@@H](OC(=O)CCCCl)P(C)C.COCCOC.COCCOC.COCCOC.COCCOC.COCCOC.COCCOC" e_homo_ev=-8.26
Cl 2.43034 -2.85554 6.48411
P 2.25610 2.48961 10.39367
O -0.26016 1.12991 10.56009
O 9.43959 -0.49921 -8.44394
O 2.14677 -0.06676 2.39010
O 2.20007 1.95426 4.56704
O 0.41770 -3.45142 -2.76024
O 2.52072 1.78486 -5.68165
O -0.54193 -1.57520 -0.66612
O -9.53428 2.48290 -5.18399
O -9.58758 0.46188 -7.36093
O 6.78696 0.59278 -7.67092
O -3.97730 -2.61708 -4.91025
O -5.44678 -0.07235 -5.34781
O -1.18145 1.00979 8.33482
O 0.32312 0.78536 -7.41313
C 3.86072 1.74373 9.58167
C 1.16211 0.97578 10.90146
C -8.40321 0.99304 -6.75929
C -0.64830 0.33236 9.38737
C 2.87890 -1.41555 13.12568
C 1.30264 0.78738 12.55758
C 7.70414 1.21830 -8.57388
C -4.74789 -0.80403 -6.35926
C 0.53164 2.15481 -7.05544
C 7.23101 0.66161 -6.32040
C 1.30026 3.27614 8.89135
C -10.84997 2.08760 -4.81179
C 8.98011 -1.80222 -8.10415
C -0.56076 -1.29691 9.23224
C -1.17781 -2.66522 -0.00891
C 0.67366 -2.63719 7.14863
C 3.28081 0.62784 -6.01241
C 3.08887 0.83812 4.45703
C -8.64548 1.36675 -5.29400
C 3.33114 0.46441 2.99174
C 0.83440 -1.86269 8.58426
C -4.76218 -2.30710 -6.06598
C -10.23557 1.41124 -8.19951
C -4.55911 0.57292 -4.44222
C 1.02347 -2.19533 -2.43911
C 2.01899 2.45224 -6.84386
C 1.34065 -0.80450 12.99907
C 8.53898 0.17759 -9.32580
C -0.82104 -3.29183 -3.44281
C 0.83126 -1.84901 -0.95973
C -4.78338 -2.86220 -3.76308
C -0.15992 0.01287 -6.32028
C -0.06903 1.42322 13.21644
C 1.49878 0.88261 1.55152
C 0.88438 1.55897 4.93924
H 0.51510 0.48749 1.28202
H 2.74777 -0.02081 -6.71067
H 4.04069 1.14526 4.90287
H -2.25433 -2.47269 0.01181
H 2.60362 2.18616 -7.73251
H 0.31444 3.74203 9.32240
H 7.93920 -1.78988 -7.76836
H -3.72160 -0.43530 -6.47200
H -1.00495 -3.61016 -0.53200
H -7.69366 1.67389 -4.84816
H 7.10385 1.77731 -9.29930
H 7.89526 -0.53630 -9.85300
H 3.16919 -1.50350 14.27965
H 0.84718 -0.85220 14.08327
H 8.26542 0.32737 -6.21676
H 4.24169 0.92664 -6.44270
H -0.26294 2.53096 12.85849
H -11.22138 1.27487 -5.43948
H 2.71252 -0.02098 5.02501
H -10.37458 2.37073 -7.69307
H 2.14083 3.52653 -6.67030
H 1.35977 1.84209 2.05796
H -4.07720 1.42195 -4.93566
H 1.54495 -0.92832 8.40196
H 3.46885 0.06649 -5.09337
H 1.36214 -2.52680 9.42386
H -0.05284 2.42182 -6.16716
H 0.63685 -1.39681 -3.08346
H 0.44535 0.16029 -5.42121
H 0.09036 1.44414 14.38931
H -5.29002 -3.82682 -3.86584
H 2.09507 -2.29954 -2.63879
H 2.28982 1.33867 12.86512
H 3.70833 1.32326 2.42424
H -4.30540 -2.83379 -6.91038
H -9.65444 1.55637 -9.11483
H 1.39188 -0.93493 -0.73716
H -3.79842 -0.11471 -4.06152
H 1.98068 4.07012 8.33558
H 1.21875 -2.64711 -0.31565
H -7.64511 0.20372 -6.79986
H 0.21696 -3.69882 7.33950
H -1.31646 -4.26534 -3.48692
H 0.22078 2.41947 4.81970
H -5.52028 -2.07111 -3.60947
H -8.02601 1.85189 -7.32679
H 4.48615 2.62793 9.11961
H -0.11346 -1.04361 -6.59970
H 9.15274 0.69242 -10.07254
H 1.03872 2.37378 8.18809
H 8.34777 1.93297 -8.04730
H 7.13316 1.68689 -5.95030
H 0.67231 -1.46937 12.29184
H -10.86107 1.78045 -3.76143
H -0.81631 -2.74039 1.02077
H -0.82129 -1.84395 10.24838
H -11.51357 2.94810 -4.93133
H -1.01510 0.72705 13.04091
H -0.63867 -2.94541 -4.46480
H -1.43002 -1.60367 8.47331
H 1.68675 0.03678 10.44046
H 3.49238 1.00179 8.74037
H 3.63892 -0.72983 12.53474
H 4.54560 1.19871 10.38771
H 2.07991 1.02773 0.63621
H -4.13058 -2.90186 -2.88707
H -1.48065 -2.59143 -2.92628
H -1.20165 0.27393 -6.11234
H 0.10574 -1.99321 6.35226
H 0.51297 0.74624 4.31156
H 0.16779 2.76044 -7.89223
H 9.08365 -2.46905 -8.96508
H 2.95390 -2.48764 12.60615
H -5.78858 -2.67628 -5.95413
H -5.14336 0.94598 -3.59614
H -11.21925 1.01612 -8.46901
H 6.59454 0.00970 -5.71623
H 9.60232 -2.18396 -7.28959
H 0.87328 1.25182 5.98961
H -5.27528 -0.62502 -7.30223
H -9.02183 0.50765 -4.72602
H 4.08923 -0.32491 2.95117